(1)
A 8-piece molecular cluster, C31H83N7O13 overall, computed with ωB97M-V with the def2-TZVPD basis set.

Computed properties:
Molecular weight = 762.0 g/mol
Relative energy (zero: lowest compared OMol25 entry of this formula, charge and spin) = 16.0 kcal/mol
Gap between HOMO and LUMO = 8.05 eV
LUMO level = -0.010 Ha
Net charge = 0
SMILES string = COCCNCCOC.COCCNCCOC.COCCNCCOC.COCCNCCOC.COCCNCCOC.NC(N)=O.O.O

Atoms and positions in Å:
1 C -4.8443 7.5951 2.3702
2 O -4.5596 6.3901 3.0363
3 C -5.1302 5.2847 2.3494
4 C -4.4903 4.0361 2.8650
5 N -4.4427 3.9511 4.3217
6 C -4.3382 2.5370 4.7752
7 C -3.0898 1.8136 4.3167
8 O -1.9623 2.5665 4.6391
9 C -0.7715 1.8326 4.5465
10 H -4.3297 7.6280 1.4030
11 H -4.4513 8.4085 2.9828
12 H -5.9185 7.7838 2.2549
13 H -4.9458 5.3823 1.2722
14 H -6.2125 5.3372 2.5239
15 H -3.4835 3.9380 2.4202
16 H -4.9343 3.1378 2.4128
17 H -3.5471 4.3394 4.6068
18 H -5.2513 2.0447 4.4363
19 H -4.3590 2.5817 5.8680
20 H -3.0867 1.6642 3.2273
21 H -3.1391 0.8200 4.7784
22 H 0.0619 2.4731 4.8268
23 H -0.6618 1.4839 3.5136
24 H -0.7349 0.9894 5.2472
25 C 4.1058 1.2098 -0.1850
26 O 4.0370 0.1546 -1.1057
27 C 2.7273 -0.1407 -1.5187
28 C 2.8136 -1.2611 -2.5269
29 N 3.8197 -0.9212 -3.5260
30 C 4.3626 -2.0561 -4.2244
31 C 5.6037 -1.7231 -5.0087
32 O 6.4685 -2.8249 -5.0039
33 C 7.5923 -2.6083 -5.7992
34 H 3.4255 1.1340 0.6662
35 H 3.9229 2.1723 -0.6899
36 H 5.1356 1.2983 0.1642
37 H 2.2227 0.7313 -1.9553
38 H 2.0903 -0.4362 -0.6749
39 H 1.8530 -1.4566 -3.0132
40 H 3.0626 -2.2156 -2.0271
41 H 4.5362 -0.3731 -3.0692
42 H 3.5699 -2.4287 -4.8861
43 H 4.5546 -2.9069 -3.5602
44 H 6.1101 -0.8139 -4.6411
45 H 5.3349 -1.4052 -6.0285
46 H 8.2586 -3.4620 -5.6512
47 H 8.1835 -1.7593 -5.4198
48 H 7.4263 -2.4699 -6.8704
49 C -0.3885 -4.4522 0.9908
50 O 0.5587 -4.9676 0.0825
51 C -0.0503 -5.5243 -1.0807
52 C 0.6881 -5.2123 -2.3378
53 N 1.9832 -5.8674 -2.4009
54 C 2.8638 -5.3218 -3.3893
55 C 4.2560 -5.9294 -3.2310
56 O 4.7173 -5.8729 -1.9058
57 C 5.6208 -4.8291 -1.6302
58 H -1.0921 -5.2517 1.2485
59 H -0.9174 -3.5687 0.6094
60 H 0.1455 -4.0849 1.8673
61 H -1.1015 -5.2276 -1.0980
62 H -0.0313 -6.6143 -0.9270
63 H 0.8228 -4.1210 -2.4615
64 H 0.0391 -5.5045 -3.1738
65 H 2.3400 -5.8651 -1.4532
66 H 2.8717 -4.2218 -3.4063
67 H 2.5429 -5.6335 -4.3929
68 H 4.9149 -5.6149 -4.0474
69 H 4.1188 -6.9985 -3.4326
70 H 5.4684 -3.9412 -2.2474
71 H 6.6543 -5.1449 -1.8227
72 H 5.5281 -4.5208 -0.5890
73 C -3.6853 2.5984 -1.2368
74 O -4.7614 3.4977 -1.2836
75 C -5.9485 2.9136 -1.7617
76 C -7.0684 3.8947 -1.9326
77 N -7.6224 4.2054 -0.5975
78 C -8.9504 4.8349 -0.6103
79 C -8.9981 6.1968 -1.3187
80 O -10.2626 6.7896 -1.3539
81 C -11.2054 6.1374 -2.1656
82 H -3.1308 2.7743 -0.3209
83 H -3.0662 2.6274 -2.1372
84 H -4.0806 1.5791 -1.2365
85 H -6.2253 2.1074 -1.0650
86 H -5.7847 2.3866 -2.7204
87 H -7.8488 3.3651 -2.4776
88 H -6.7075 4.7875 -2.4471
89 H -7.0256 4.8860 -0.1359
90 H -9.1277 5.0641 0.4507
91 H -9.7554 4.1290 -0.8186
92 H -8.6066 6.1006 -2.3449
93 H -8.3010 6.8307 -0.7684
94 H -10.7708 5.8329 -3.1308
95 H -12.0419 6.8119 -2.2919
96 H -11.5037 5.1774 -1.7230
97 C 2.7463 -1.3888 2.2681
98 O 3.9469 -0.9462 2.8612
99 C 4.8931 -1.9622 3.0513
100 C 6.2342 -1.3160 3.4106
101 N 7.3868 -2.1809 3.5191
102 C 7.6924 -2.9962 2.3074
103 C 8.0592 -2.0676 1.1723
104 O 6.8913 -1.6648 0.5057
105 C 7.0570 -1.2657 -0.8414
106 H 2.9661 -1.7492 1.2593
107 H 2.1534 -0.4739 2.1526
108 H 2.1437 -2.0474 2.8992
109 H 5.0332 -2.5828 2.1566
110 H 4.6297 -2.6534 3.8730
111 H 6.1171 -0.8165 4.3787
112 H 6.4084 -0.5124 2.6924
113 H 7.3692 -2.8041 4.3146
114 H 6.8196 -3.5957 2.0329
115 H 8.4864 -3.6604 2.6450
116 H 8.8348 -2.5035 0.5214
117 H 8.6146 -1.2105 1.5858
118 H 7.1087 -2.1062 -1.5501
119 H 7.9072 -0.5990 -1.0005
120 H 6.0944 -0.8019 -1.0677
121 N -0.9116 -0.6535 1.1655
122 C -1.5438 -0.2409 0.0094
123 N -2.9070 -0.4489 -0.0361
124 O -0.9549 0.3271 -0.9091
125 H 0.0071 -0.2418 1.1567
126 H -1.5222 -0.7231 1.9712
127 H -3.4041 -0.1624 -0.8502
128 H -3.3428 -0.6599 0.8459
129 O -2.4060 -1.2298 3.5448
130 H -3.2491 -0.7572 3.4955
131 H -2.2577 -1.3725 4.4852
132 O -4.8828 -0.0960 2.4401
133 H -5.5373 0.2571 1.8269
134 H -5.3505 -0.7866 2.9254

Atom charges from the Mulliken analysis, given in e for atoms 1 to 2:
1. C -0.743
2. O -0.390

(2)
A 10-piece molecular cluster, C31H84F3N6O15S overall, computed with ωB97M-V with the def2-TZVPD basis set.

Computed properties:
Molecular weight = 870.1 g/mol
Relative energy (zero: lowest compared OMol25 entry of this formula, charge and spin) = 95.2 kcal/mol
Gap between HOMO and LUMO = 7.81 eV
LUMO level = 0.069 Ha
Net charge = -1

Atoms and positions in Å:
1 C -0.2338 0.4481 0.6718
2 F -1.0350 -0.6338 0.8006
3 F -0.6747 1.1065 -0.3781
4 F -0.2495 1.1567 1.8329
5 S 1.5715 -0.1776 0.5135
6 O 1.8357 -0.7584 1.8572
7 O 1.6040 -1.1682 -0.5990
8 O 2.3367 1.0636 0.2474
9 C -5.4081 -0.8815 -2.5271
10 C -4.3856 -1.9850 -3.0341
11 O -4.9925 -3.2817 -3.0221
12 O -6.3336 -0.4988 -3.5111
13 H -4.9986 0.0697 -2.1870
14 H -5.9991 -1.3198 -1.7229
15 H -3.4637 -1.9776 -2.4526
16 H -3.9765 -1.8478 -4.0350
17 H -5.7187 -3.2304 -3.6479
18 H -6.6352 -1.2846 -3.9729
19 C 4.6406 -5.7454 3.8152
20 C 5.2153 -6.7976 4.7614
21 O 6.2811 -6.3084 5.5359
22 O 4.0680 -4.7509 4.6469
23 H 3.8630 -6.1604 3.1739
24 H 5.5111 -5.4369 3.2363
25 H 5.7207 -7.5151 4.1150
26 H 4.3456 -7.1835 5.2932
27 H 5.9063 -5.8929 6.3160
28 H 3.7220 -4.0812 4.0524
29 C 1.0931 -8.2394 -3.1690
30 C 1.0498 -6.6811 -3.3120
31 O 0.7972 -6.1571 -1.9744
32 O -0.1868 -8.8058 -2.8423
33 H 1.8080 -8.5372 -2.4019
34 H 1.4065 -8.6853 -4.1129
35 H 0.3015 -6.3816 -4.0458
36 H 2.0235 -6.3057 -3.6266
37 H 1.1899 -5.2834 -1.9106
38 H -0.1329 -9.7443 -2.6475
39 C 8.8578 -1.0569 1.4817
40 C 8.3075 0.3639 1.3237
41 C 8.1048 0.8928 -0.1576
42 O 7.7001 2.2129 0.0160
43 C 7.2702 2.8443 -1.1350
44 N 7.1221 0.4667 2.1572
45 H 9.8775 -1.0046 1.1000
46 H 8.3582 -1.8868 0.9820
47 H 8.8670 -1.4082 2.5135
48 H 9.0752 0.9157 1.8662
49 H 7.3198 0.3465 -0.6806
50 H 9.0474 0.7969 -0.6965
51 H 8.1346 3.0287 -1.7729
52 H 6.6908 3.7548 -0.9818
53 H 6.6012 2.1798 -1.6817
54 H 6.7697 -0.4454 1.9043
55 H 6.4765 1.0152 1.6073
56 C 2.0916 -4.5645 -11.1040
57 C 2.2957 -3.1854 -10.5105
58 C 2.8766 -3.1471 -9.0875
59 O 2.8252 -1.8126 -8.6087
60 C 3.1515 -1.6865 -7.2241
61 N 3.1863 -2.4069 -11.3898
62 H 2.9599 -5.0836 -11.5098
63 H 1.3105 -4.4346 -11.8531
64 H 1.5648 -5.2531 -10.4434
65 H 1.3129 -2.7149 -10.5391
66 H 3.8490 -3.6389 -9.0624
67 H 2.2536 -3.6680 -8.3604
68 H 4.0829 -2.1758 -6.9393
69 H 2.3203 -2.0810 -6.6397
70 H 3.3401 -0.6298 -7.0344
71 H 4.0626 -2.8615 -11.6027
72 H 3.4551 -1.6077 -10.8338
73 C -0.2849 7.7264 -3.0093
74 C 0.7524 6.8582 -3.6607
75 C 1.7802 7.5662 -4.6188
76 O 2.3931 6.6268 -5.5516
77 C 3.4949 7.2575 -6.2543
78 N 1.4383 6.1017 -2.6830
79 H 0.2422 8.5765 -2.5761
80 H -0.8664 7.3052 -2.1892
81 H -0.9645 8.1754 -3.7336
82 H 0.2405 6.2055 -4.3678
83 H 2.5331 8.1094 -4.0477
84 H 1.2605 8.3144 -5.2173
85 H 3.8512 6.5481 -7.0012
86 H 4.2607 7.3845 -5.4892
87 H 3.1909 8.1651 -6.7758
88 H 1.9343 5.4018 -3.2162
89 H 0.7834 5.5900 -2.1091
90 C -9.4873 -6.7465 4.9782
91 C -9.3631 -5.5603 5.8698
92 C -8.9653 -4.2473 5.0927
93 O -7.6980 -4.3834 4.5071
94 C -7.2865 -3.3369 3.5966
95 N -10.6417 -5.4411 6.4425
96 H -9.4586 -7.5845 5.6747
97 H -8.5975 -6.9558 4.3844
98 H -10.3260 -6.7609 4.2822
99 H -8.6317 -5.8145 6.6369
100 H -9.0066 -3.3367 5.6904
101 H -9.7588 -4.0775 4.3650
102 H -6.7493 -3.8073 2.7731
103 H -6.8391 -2.4922 4.1206
104 H -8.1435 -2.9515 3.0441
105 H -10.6407 -4.7301 7.1597
106 H -10.8875 -6.3727 6.7455
107 C 4.2648 6.4132 6.2515
108 C 4.3908 5.0122 5.5834
109 C 3.0761 4.2337 5.3893
110 O 2.3937 3.8610 6.5777
111 C 2.9208 2.7510 7.2543
112 N 4.9514 5.1723 4.2423
113 H 3.4343 6.9522 5.7957
114 H 5.2246 6.9280 6.2068
115 H 4.0524 6.1496 7.2876
116 H 5.1355 4.4698 6.1659
117 H 3.2848 3.3917 4.7294
118 H 2.3659 4.8874 4.8830
119 H 2.1898 2.3699 7.9674
120 H 3.8087 2.9789 7.8440
121 H 3.1612 1.9598 6.5441
122 H 5.8673 5.5337 4.4673
123 H 5.1925 4.2535 3.8991
124 C -9.7516 3.0237 2.9887
125 C -8.8514 4.2418 3.3249
126 C -7.3308 4.0553 2.9797
127 O -6.5466 5.0105 3.6194
128 C -5.1606 5.0695 3.2834
129 N -9.4579 5.4078 2.7313
130 H -10.8229 3.2245 2.9895
131 H -9.4558 2.0800 3.4471
132 H -9.6095 2.7507 1.9430
133 H -8.9752 4.2994 4.4063
134 H -7.1710 4.1511 1.9057
135 H -7.0086 3.0477 3.2424
136 H -4.5917 4.1448 3.3804
137 H -4.6471 5.7603 3.9520
138 H -5.1100 5.4690 2.2705
139 H -9.2550 5.2444 1.7555
140 H -8.9136 6.2184 2.9895

Atom charges from the Mulliken analysis, given in e for atoms 1 to 2:
1. C 0.556
2. F -0.229

(3)
C31H84N4O9 as an isolated structure, computed with ωB97M-V with the def2-TZVPD basis set.

Computed properties:
Molecular weight = 657.0 g/mol
Relative energy (zero: lowest compared OMol25 entry of this formula, charge and spin) = 437.7 kcal/mol
Gap between HOMO and LUMO = 7.96 eV
LUMO level = 0.017 Ha
Net charge = 0

Atoms and positions in Å:
1 C -17.8528 28.5446 12.0847
2 C -19.0893 28.4276 11.2312
3 C -18.7238 28.2899 9.6917
4 O -19.9407 28.3865 8.9149
5 C -20.5976 27.2117 8.6220
6 N -19.9824 27.4611 11.7393
7 H -17.2017 27.6743 12.1668
8 H -18.0894 28.8971 13.0886
9 H -17.1769 29.2929 11.6710
10 H -19.5852 29.3953 11.1557
11 H -18.0801 27.4234 9.5401
12 H -18.1211 29.1658 9.4518
13 H -20.8716 26.8156 9.5998
14 H -19.8878 26.6248 8.0388
15 H -21.5484 27.3826 8.1172
16 H -19.3584 26.7914 12.1663
17 H -20.1541 26.9258 10.9003
18 C -19.2133 23.9243 3.0115
19 C -19.3168 24.2217 4.5001
20 C -20.6279 24.7880 5.0820
21 O -20.8709 26.0042 4.4603
22 C -22.0815 26.5819 4.8743
23 N -18.8071 23.1170 5.3356
24 H -19.8523 23.0572 2.8443
25 H -18.1868 23.6909 2.7285
26 H -19.3979 24.7364 2.3083
27 H -18.6526 25.0841 4.5561
28 H -20.5269 24.7436 6.1664
29 H -21.4698 24.1308 4.8644
30 H -22.0797 26.7965 5.9430
31 H -22.8437 25.8197 4.7124
32 H -22.2112 27.5708 4.4347
33 H -19.1914 22.2384 5.0188
34 H -17.8190 23.0710 5.1315
35 C -23.9327 29.9795 5.5682
36 C -22.4726 29.5490 5.7757
37 C -22.2358 28.5408 7.0308
38 O -22.7538 29.2166 8.1334
39 C -21.9892 30.2769 8.6244
40 N -22.0519 28.8847 4.6043
41 H -24.3657 30.4109 6.4707
42 H -24.4738 29.0910 5.2428
43 H -24.0616 30.8028 4.8656
44 H -21.9368 30.4978 5.7462
45 H -21.2077 28.2779 7.2797
46 H -22.7681 27.6106 6.8320
47 H -21.9401 31.0934 7.9040
48 H -20.9971 29.9668 8.9525
49 H -22.3984 30.4744 9.6152
50 H -22.3902 29.4806 3.8623
51 H -21.0609 28.6992 4.5438
52 C -27.8053 26.0113 9.2796
53 C -28.2018 27.4618 8.7378
54 C -29.7426 27.5977 8.4506
55 O -30.1974 26.5901 7.5018
56 C -29.7537 26.8664 6.1865
57 N -27.5696 28.1605 9.8181
58 H -28.5110 25.7654 10.0732
59 H -26.8179 25.9651 9.7390
60 H -27.9298 25.2332 8.5266
61 H -27.6483 27.6168 7.8117
62 H -29.9576 28.5737 8.0154
63 H -30.2707 27.5869 9.4041
64 H -28.7539 26.4504 6.0625
65 H -29.8481 27.9098 5.8859
66 H -30.3098 26.2737 5.4601
67 H -26.6469 27.7502 9.7957
68 H -27.6562 29.1575 9.6818
69 C -26.3327 23.3714 9.3699
70 C -26.0595 23.5492 10.8845
71 C -25.5045 22.3224 11.5524
72 O -25.1537 24.6448 10.9636
73 H -26.1472 24.1525 8.6326
74 H -27.3386 22.9922 9.1899
75 H -25.6331 22.6367 8.9712
76 H -27.0036 23.8826 11.3153
77 H -24.5778 22.0088 11.0718
78 H -26.1145 21.4191 11.5527
79 H -25.2455 22.5139 12.5938
80 H -25.6405 25.4310 10.7056
81 C -28.1252 27.0505 13.7771
82 C -27.6447 27.6043 12.4683
83 C -26.3328 26.9926 12.0472
84 O -28.5826 27.1730 11.4715
85 H -29.0288 27.4712 14.2184
86 H -27.3721 27.2852 14.5294
87 H -28.0861 25.9664 13.8836
88 H -27.6046 28.6935 12.4530
89 H -25.5042 27.2216 12.7174
90 H -25.9526 27.4453 11.1314
91 H -26.4127 25.9237 11.8494
92 H -28.4566 27.6624 10.6554
93 C -26.6071 30.1285 6.5796
94 C -25.9927 30.5796 7.8547
95 C -26.5830 31.8557 8.4511
96 O -26.2385 29.6306 8.8290
97 H -26.4553 30.8596 5.7856
98 H -27.6629 29.8618 6.6262
99 H -26.2074 29.1784 6.2251
100 H -24.9207 30.6479 7.6696
101 H -26.7652 32.5748 7.6524
102 H -25.8390 32.3070 9.1075
103 H -27.5375 31.6354 8.9291
104 H -25.7423 28.8516 8.5671
105 C -22.4372 24.6468 11.8662
106 C -21.6900 24.1162 10.7081
107 C -22.6037 23.5234 9.5633
108 O -20.8711 25.1046 10.0986
109 H -22.8794 23.7495 12.2991
110 H -23.2384 25.3409 11.6121
111 H -21.6790 25.1144 12.4942
112 H -21.0737 23.2899 11.0624
113 H -21.9883 22.9724 8.8521
114 H -23.1655 24.2352 8.9584
115 H -23.3701 22.8107 9.8677
116 H -20.1373 24.7020 9.6284
117 C -24.8572 26.2758 9.4568
118 C -23.8469 27.0478 8.5825
119 C -23.4736 26.0919 7.3364
120 O -24.5482 28.2542 8.2098
121 H -24.4922 25.3806 9.9603
122 H -25.7984 25.9653 9.0033
123 H -25.2337 27.0022 10.1770
124 H -22.9040 27.3385 9.0458
125 H -22.4491 26.2931 7.0233
126 H -24.2269 26.3112 6.5797
127 H -23.4052 25.0748 7.7222
128 H -23.8643 28.9195 8.3155

Atom charges from the Mulliken analysis, given in e for atoms 1 to 2:
1. C -1.780
2. C 0.576